{
  "formula": "C45H68F24O13S8",
  "method": "ωB97M-V with the def2-TZVPD basis set",
  "e_homo_ev": -8.547,
  "lumo_ev": -1.3,
  "charge": 0,
  "gap_ev": 7.256,
  "symbols": ["C", "C", "C", "F", "F", "F", "F", "O", "C", "C", "F", "F", "F", "F", "H", "H", "H", "H", "C", "C", "C", "F", "F", "F", "F", "O", "C", "C", "F", "F", "F", "F", "H", "H", "H", "H", "C", "C", "C", "F", "F", "F", "F", "O", "C", "C", "F", "F", "F", "F", "H", "H", "H", "H", "C", "S", "O", "C", "H", "H", "H", "H", "H", "H", "C", "S", "O", "C", "H", "H", "H", "H", "H", "H", "C", "S", "O", "C", "H", "H", "H", "H", "H", "H", "C", "S", "O", "C", "H", "H", "H", "H", "H", "H", "C", "S", "O", "C", "H", "H", "H", "H", "H", "H", "C", "S", "O", "C", "H", "H", "H", "H", "H", "H", "C", "S", "O", "C", "H", "H", "H", "H", "H", "H", "C", "S", "O", "C", "H", "H", "H", "H", "H", "H", "C", "C", "C", "C", "C", "C", "C", "O", "C", "C", "C", "C", "C", "C", "C", "O", "H", "H", "H", "H", "H", "H", "H", "H"],
  "xyz": [[-11.094, -8.678, -23.638], [-12.261, -8.664, -22.600], [-11.799, -9.250, -21.247], [-11.005, -8.548, -20.511], [-12.795, -9.597, -20.430], [-12.743, -7.453, -22.464], [-13.243, -9.446, -22.991], [-11.429, -7.816, -24.742], [-10.977, -8.193, -26.044], [-11.435, -7.177, -27.058], [-11.121, -5.947, -26.868], [-11.068, -7.513, -28.208], [-9.655, -8.296, -25.930], [-11.434, -9.438, -26.224], [-10.887, -9.718, -23.890], [-10.201, -8.244, -23.187], [-11.333, -10.204, -21.489], [-12.524, -7.171, -27.115], [-13.265, -4.256, -16.494], [-12.420, -3.926, -17.732], [-12.956, -2.747, -18.613], [-13.013, -1.551, -18.044], [-12.297, -2.504, -19.747], [-11.182, -3.630, -17.324], [-12.136, -4.973, -18.453], [-14.691, -4.371, -16.741], [-15.163, -5.733, -16.755], [-16.677, -5.896, -17.264], [-17.064, -7.116, -17.532], [-17.587, -5.352, -16.458], [-14.357, -6.377, -17.573], [-15.113, -6.270, -15.505], [-13.244, -3.426, -15.787], [-12.810, -5.104, -15.982], [-13.970, -2.988, -18.933], [-16.694, -5.332, -18.196], [-4.887, -10.060, -19.012], [-3.452, -10.146, -19.425], [-3.047, -11.479, -19.950], [-2.990, -12.451, -19.045], [-3.842, -11.876, -20.906], [-3.352, -9.164, -20.267], [-2.876, -9.876, -18.211], [-5.239, -11.136, -18.168], [-6.507, -11.854, -18.280], [-7.643, -10.894, -18.003], [-7.867, -10.001, -18.954], [-8.721, -11.413, -17.654], [-6.633, -12.430, -19.515], [-6.525, -12.882, -17.375], [-5.606, -10.011, -19.830], [-5.109, -9.070, -18.613], [-2.086, -11.447, -20.463], [-7.366, -10.335, -17.109], [-9.418, -6.575, -17.491], [-9.042, -7.931, -16.250], [-7.515, -8.004, -16.433], [-9.339, -7.003, -14.737], [-10.346, -6.085, -17.196], [-9.549, -7.090, -18.443], [-8.672, -5.792, -17.351], [-9.168, -5.929, -14.817], [-8.717, -7.419, -13.944], [-10.370, -7.225, -14.462], [-10.225, -2.790, -14.317], [-9.850, -1.098, -15.034], [-10.494, -1.147, -16.409], [-11.063, -0.209, -13.991], [-11.237, -3.049, -14.630], [-10.047, -2.718, -13.244], [-9.444, -3.429, -14.729], [-12.111, -0.475, -14.131], [-11.116, 0.867, -14.157], [-10.795, -0.360, -12.945], [-5.583, -2.296, -16.106], [-6.354, -3.732, -17.017], [-7.158, -4.471, -15.982], [-7.649, -2.626, -17.785], [-4.879, -2.802, -15.446], [-6.419, -1.856, -15.563], [-5.059, -1.736, -16.881], [-8.045, -2.080, -16.928], [-8.357, -3.243, -18.339], [-7.200, -1.832, -18.382], [-11.998, -9.787, -15.706], [-13.429, -10.949, -15.627], [-14.042, -10.408, -14.315], [-14.400, -10.271, -17.005], [-12.393, -8.782, -15.553], [-11.603, -9.755, -16.722], [-11.300, -10.041, -14.909], [-14.267, -9.190, -16.970], [-15.438, -10.421, -16.709], [-14.078, -10.686, -17.960], [-6.262, -9.007, -13.656], [-4.684, -9.876, -13.521], [-5.105, -11.234, -13.034], [-4.192, -10.032, -15.301], [-6.180, -7.936, -13.842], [-6.913, -9.173, -12.797], [-6.817, -9.392, -14.511], [-4.960, -10.623, -15.801], [-3.299, -10.641, -15.441], [-4.048, -9.034, -15.713], [-4.599, -4.705, -13.361], [-5.630, -5.178, -11.948], [-5.336, -4.142, -10.862], [-7.173, -4.519, -12.771], [-4.553, -3.638, -13.577], [-4.948, -5.195, -14.270], [-3.582, -5.082, -13.250], [-8.082, -4.644, -12.182], [-7.178, -4.978, -13.760], [-6.986, -3.448, -12.849], [-12.058, -8.332, -12.166], [-12.778, -6.702, -11.961], [-12.526, -6.089, -13.343], [-14.577, -7.321, -11.992], [-12.113, -8.872, -11.221], [-11.018, -8.200, -12.465], [-12.612, -8.919, -12.899], [-14.767, -8.394, -11.973], [-15.110, -7.031, -12.897], [-15.150, -6.847, -11.195], [-8.281, -9.968, -10.710], [-8.211, -8.183, -10.473], [-9.304, -7.388, -11.120], [-8.793, -8.345, -8.743], [-7.413, -10.469, -10.281], [-8.404, -10.263, -11.752], [-9.111, -10.484, -10.228], [-9.760, -8.844, -8.678], [-8.898, -7.381, -8.246], [-8.055, -8.818, -8.096], [0.591, -4.665, -22.795], [0.235, -5.284, -23.995], [-0.981, -5.988, -23.913], [-1.868, -6.041, -22.730], [-1.391, -5.368, -21.564], [-0.127, -4.731, -21.613], [-2.281, -5.213, -20.398], [-1.876, -4.667, -19.358], [-3.670, -5.793, -20.455], [-4.454, -5.817, -19.307], [-5.694, -6.455, -19.306], [-6.162, -7.087, -20.416], [-5.420, -7.225, -21.571], [-4.153, -6.529, -21.593], [-3.225, -6.756, -22.720], [-3.587, -7.483, -23.631], [1.570, -4.212, -22.849], [0.819, -5.193, -24.899], [-1.285, -6.397, -24.865], [0.297, -4.028, -20.912], [-4.098, -5.390, -18.381], [-6.356, -6.319, -18.463], [-7.103, -7.615, -20.449], [-5.870, -7.913, -22.271]],
  "forces_ev_per_a": [[-0.120, 0.687, 0.116], [2.155, 0.090, 0.167], [-0.302, -2.715, -1.289], [2.081, 2.329, 0.738], [-1.885, 0.056, 0.298], [-0.560, 1.812, 0.307], [-1.392, -1.246, -0.846], [-0.556, 0.000, -1.028], [0.110, -0.295, 5.089], [-4.546, -0.897, 1.980], [1.830, 3.008, 1.535], [2.545, -1.974, -5.129], [1.156, 0.059, -0.954], [-0.331, -0.199, -1.418], [-0.123, 0.080, -0.345], [0.023, -0.123, 0.274], [0.491, -0.166, -0.242], [-0.548, -0.506, 0.820], [-0.663, 0.699, 0.339], [0.346, 2.079, 0.692], [-1.857, -0.506, -0.848], [0.064, 0.480, 1.844], [1.437, -0.971, -0.850], [1.195, 1.394, 1.598], [-1.357, -2.495, -2.358], [-0.933, -2.263, -0.108], [-0.938, 1.759, 1.227], [1.417, 2.860, -1.432], [0.389, -1.954, 0.196], [0.057, 0.339, 1.069], [0.371, -1.395, -0.476], [0.502, 0.096, -0.577], [0.445, 0.143, -0.230], [-0.232, -0.263, -0.073], [-0.284, -0.379, 0.220], [-0.044, 0.136, -0.256], [-3.320, -0.405, -1.047], [-3.487, -0.454, 3.449], [3.198, -0.486, -0.901], [-0.075, -0.156, 1.132], [-2.463, -0.333, -1.659], [1.879, 1.530, -1.792], [1.899, 0.042, -0.486], [-1.786, -2.105, 0.989], [2.050, 0.065, -1.126], [3.990, 2.698, 2.503], [0.078, 0.645, -1.953], [-5.387, -3.510, 0.500], [0.222, 0.424, 0.611], [0.425, 1.679, -0.855], [0.475, -0.543, -0.757], [0.613, -0.022, 0.923], [0.665, 0.485, 0.470], [1.009, 0.486, -0.022], [-1.044, -0.712, 1.503], [2.260, 1.848, -1.195], [-1.336, -0.625, 0.320], [-0.369, -0.284, 0.149], [-0.283, -0.287, -0.157], [0.388, 0.415, -0.068], [0.472, -0.502, -0.332], [0.067, -0.127, -0.235], [0.134, -0.066, -0.130], [-0.195, 0.349, 0.045], [1.015, 1.344, -0.219], [-2.461, -0.764, -0.705], [1.072, 0.329, 1.085], [-0.084, 0.448, 0.544], [0.207, -0.041, 0.230], [-0.387, -0.158, 0.057], [-0.243, -0.196, -0.216], [0.197, -0.870, -0.310], [0.788, 0.038, -0.339], [0.049, -0.057, 0.040], [-0.165, -1.974, -0.721], [-1.176, 1.717, 0.349], [0.303, -0.121, -0.179], [1.137, -0.110, 0.435], [0.033, 0.412, 0.046], [0.357, 0.401, -0.101], [-0.174, 0.452, 0.366], [-0.590, -0.493, -0.087], [-0.033, 0.240, 0.198], [0.164, -0.359, -0.444], [-0.728, -0.188, -0.960], [0.191, 1.839, 2.155], [0.154, -1.059, -1.693], [0.222, 0.708, 0.853], [-0.325, -0.079, 0.394], [0.547, -0.447, 0.134], [0.042, -0.154, -0.354], [0.142, 0.062, -0.222], [0.014, -0.498, -0.385], [-0.270, -0.093, 0.117], [-0.547, 0.255, -1.132], [0.083, -0.576, 0.332], [0.325, 0.326, -0.343], [-0.816, -0.270, 0.501], [0.348, 0.040, 0.097], [0.757, -0.132, 0.267], [0.139, -0.156, -0.147], [-0.279, 0.440, -0.074], [0.239, 0.273, 0.650], [-0.147, -0.077, -0.095], [0.564, -0.580, -0.720], [-0.640, 2.611, 0.549], [-0.155, -1.508, -1.018], [0.946, -0.239, 0.258], [-0.270, 0.046, 0.613], [-0.406, -0.146, 0.016], [0.012, 0.094, 0.493], [0.223, -0.519, 0.038], [-0.468, 0.095, 0.052], [0.132, 0.017, -0.125], [0.015, -0.518, 0.274], [-1.145, -0.676, -2.439], [-0.242, -0.086, 1.320], [-0.324, 0.456, 0.095], [0.154, 0.051, 0.137], [-0.117, 0.106, 0.242], [-0.141, 0.274, -0.160], [0.770, -0.142, 0.353], [0.705, 0.476, -0.353], [0.291, -0.016, 0.264], [-0.954, -1.192, -0.438], [-0.330, 0.448, 1.626], [0.271, -0.810, -0.398], [0.443, 0.513, 0.704], [0.432, 0.502, -0.236], [0.457, 0.328, -0.157], [-0.403, 0.533, 0.255], [0.134, -0.143, -0.326], [-0.072, 0.385, -0.633], [0.097, -0.555, -0.360], [1.142, -0.708, -0.849], [-2.309, -0.639, 2.147], [-1.073, 0.150, 0.263], [2.095, 0.531, -0.820], [0.129, -0.001, -1.491], [-0.294, 0.738, -1.051], [0.454, 0.514, 2.204], [-0.840, -0.831, -1.860], [-0.734, -1.309, -0.797], [-0.230, -0.157, 0.128], [0.188, 1.466, 0.712], [-0.497, -0.983, -1.085], [1.765, 1.352, 0.998], [-0.290, -0.391, 0.804], [0.165, 0.038, -1.354], [0.760, 0.427, 0.261], [0.001, 0.583, 0.593], [-0.096, -0.145, 0.012], [-0.606, -0.526, 0.223], [-0.572, -0.545, 0.990], [0.130, 0.261, -0.121], [0.137, -0.398, 0.386], [-0.321, 0.145, 0.526], [0.794, 0.355, -0.797]],
  "mulliken_charge": [-0.93, 1.10, 0.09, -0.22, -0.28, -0.29, -0.32, -0.40, 0.96, 0.18, -0.24, -0.26, -0.29, -0.29, 0.41, 0.37, 0.17, 0.19, -0.85, 1.24, -0.08, -0.23, -0.30, -0.10, -0.22, -0.54, 0.87, -0.01, -0.24, -0.26, -0.20, -0.21, 0.26, 0.52, 0.20, 0.26, -1.19, 1.15, -0.05, -0.24, -0.26, -0.11, -0.30, -0.24, 0.73, 0.91, -0.14, -0.33, -0.32, -0.29, 0.65, 0.21, 0.30, -0.41, -0.25, 0.46, -0.44, 1.37, -0.08, 0.37, -0.26, -0.80, -0.19, -0.31, -0.07, 0.41, -0.58, -1.01, -0.07, 0.65, -0.44, 0.27, 0.37, 0.38, -0.97, 0.65, -0.45, -0.70, 0.11, 0.34, 0.47, -0.09, 0.20, 0.54, -0.70, 0.34, -0.62, -0.40, 0.07, 0.43, 0.39, -0.22, 0.40, 0.35, 0.70, 0.42, -0.67, -0.67, 0.14, -0.52, -0.34, -0.07, 0.53, 0.27, -0.78, 0.61, -0.72, -0.39, 0.29, 0.02, 0.53, 0.49, -0.36, 0.34, -0.10, 0.36, -0.49, -0.81, 0.52, -0.30, 0.03, 0.33, 0.11, 0.39, -1.24, 0.64, -0.49, -1.15, 0.48, 0.36, 0.42, 0.32, 0.36, 0.42, -0.22, -0.79, -0.29, 0.04, 0.89, -0.96, 0.36, -0.70, 0.27, -0.82, -0.02, -0.34, -1.17, 0.52, 0.42, -0.67, 0.34, 0.44, 0.39, 0.37, 0.64, 0.29, 0.51, 0.47]
}